Entry 1:
The following is a DFT calculation (ωB97M-V/def2-TZVPD) of a structure of composition C32H96AsF6N9O11.

spin multiplicity: 1
electronic energy: -147748.02345 eV
total charge: +6

Geometry (Å):
C -4.95 -1.36 6.00
C -3.44 -1.33 5.62
C -2.99 -2.76 5.39
O -1.57 -2.74 5.07
C -1.13 -3.80 4.26
N -3.28 -0.75 4.22
H -3.83 -1.13 3.46
H -3.45 0.25 4.13
H -2.29 -0.93 4.11
H -5.73 -1.62 5.30
H -5.16 -0.29 6.13
H -5.15 -1.79 6.98
H -2.76 -0.73 6.22
H -3.67 -3.21 4.68
H -3.10 -3.23 6.37
H -1.48 -3.71 3.23
H -1.45 -4.76 4.66
H -0.05 -3.83 4.19
C -2.73 1.35 -3.54
C -2.22 1.88 -4.94
C -2.45 0.83 -6.10
O -2.23 1.32 -7.43
C -2.29 0.38 -8.47
N -2.86 3.28 -5.19
H -3.87 3.22 -5.21
H -2.69 4.04 -4.55
H -2.42 3.52 -6.06
H -3.81 1.21 -3.58
H -2.48 2.09 -2.78
H -2.26 0.39 -3.31
H -1.13 1.97 -4.90
H -3.46 0.44 -6.02
H -1.74 0.01 -6.06
H -1.43 -0.21 -8.78
H -2.63 0.83 -9.40
H -3.04 -0.40 -8.32
C 3.06 -2.69 0.33
C 4.18 -3.34 -0.32
C 3.74 -4.21 -1.52
O 2.94 -3.39 -2.39
C 2.28 -4.07 -3.38
N 5.10 -2.23 -1.02
H 4.52 -1.76 -1.70
H 5.56 -1.61 -0.38
H 5.88 -2.52 -1.59
H 2.19 -2.33 -0.22
H 3.32 -2.02 1.14
H 2.55 -3.50 0.85
H 4.74 -3.92 0.41
H 3.19 -5.08 -1.17
H 4.61 -4.66 -2.00
H 2.91 -4.10 -4.27
H 1.30 -3.72 -3.72
H 1.80 -5.01 -3.11
C 2.62 0.58 -7.31
C 1.86 0.96 -6.04
C 1.52 -0.12 -4.99
O 0.77 0.53 -4.00
C 0.88 0.05 -2.68
N 2.43 2.26 -5.49
H 2.50 2.94 -6.23
H 1.84 2.68 -4.78
H 3.30 1.94 -5.09
H 2.15 -0.14 -7.97
H 3.65 0.30 -7.07
H 2.61 1.41 -8.02
H 0.83 1.18 -6.30
H 2.46 -0.45 -4.55
H 0.99 -0.98 -5.40
H 1.40 -0.88 -2.47
H -0.08 -0.03 -2.17
H 1.70 0.62 -2.24
C 3.42 1.64 0.22
C 3.85 3.17 0.18
C 4.46 3.43 -1.23
O 5.00 4.73 -1.16
C 5.75 5.07 -2.35
N 2.66 4.06 0.23
H 3.00 4.96 -0.04
H 2.01 3.77 -0.49
H 2.16 4.21 1.10
H 3.35 1.13 1.18
H 4.25 0.96 -0.02
H 2.58 1.49 -0.45
H 4.60 3.39 0.94
H 3.79 3.33 -2.09
H 5.23 2.68 -1.42
H 6.50 4.30 -2.52
H 6.30 5.99 -2.18
H 5.25 5.27 -3.30
C 3.00 -2.47 9.16
C 3.31 -1.10 8.45
C 3.43 -1.26 6.84
O 2.15 -1.53 6.39
C 1.98 -1.69 5.01
N 2.11 -0.23 8.74
H 2.29 0.73 8.49
H 1.24 -0.58 8.37
H 1.98 -0.30 9.74
H 3.92 -3.06 9.12
H 2.35 -3.17 8.64
H 2.58 -2.30 10.15
H 4.16 -0.60 8.91
H 4.21 -1.93 6.47
H 3.74 -0.29 6.47
H 0.90 -1.81 5.01
H 2.45 -2.63 4.72
H 2.34 -0.85 4.42
C -2.30 -4.84 -0.06
C -2.53 -3.77 -1.09
C -1.83 -3.87 -2.45
O -2.21 -2.84 -3.39
C -1.56 -3.01 -4.72
N -4.05 -3.40 -1.30
H -4.20 -2.43 -1.56
H -4.55 -3.82 -2.07
H -4.54 -3.54 -0.43
H -1.24 -5.08 0.05
H -2.83 -5.75 -0.35
H -2.71 -4.65 0.93
H -2.30 -2.81 -0.62
H -1.84 -4.89 -2.82
H -0.77 -3.65 -2.33
H -2.11 -2.41 -5.44
H -1.56 -4.06 -5.04
H -0.53 -2.64 -4.78
C -2.68 7.01 2.79
C -3.16 5.54 2.57
C -3.81 5.35 1.15
O -3.13 5.83 0.06
C -1.93 5.07 -0.28
N -1.96 4.50 2.75
H -1.63 4.71 3.68
H -2.33 3.57 2.76
H -1.11 4.62 2.21
H -3.56 7.64 2.65
H -1.90 7.32 2.10
H -2.36 7.24 3.80
H -3.90 5.31 3.33
H -4.64 6.05 1.24
H -4.10 4.30 1.16
H -1.77 5.14 -1.35
H -1.99 4.06 0.13
H -0.93 5.46 -0.05
N -5.29 -3.17 2.08
O -5.82 -3.93 1.27
O -4.44 -2.42 1.79
O -5.72 -3.21 3.21
As -0.94 0.27 1.15
F -2.42 -0.65 1.05
F -1.41 1.13 -0.34
F 0.61 1.17 1.15
F -0.49 -0.57 2.72
F -0.08 -1.02 0.20
F -1.81 1.49 2.23

***

Entry 2:
The following is a DFT calculation (ωB97M-V/def2-TZVPD) of a structure of composition C32H96O18Zn2.

spin multiplicity: 1
electronic energy: -168427.88255 eV

Geometry (Å):
Zn 1.66 -3.23 -0.30
Zn 0.81 -1.90 2.52
C -1.58 -3.47 2.04
O -0.18 -3.46 2.10
H -2.11 -4.26 2.62
H -2.10 -2.60 2.38
H -1.86 -3.64 1.02
C -0.18 -0.90 -1.02
O 0.52 -2.10 -1.32
H 0.44 -0.03 -1.22
H -1.01 -0.80 -1.74
H -0.52 -0.93 0.07
C 3.20 -0.84 1.18
O 2.43 -2.02 1.35
H 3.52 -0.67 0.11
H 2.64 0.03 1.46
H 4.13 -0.74 1.80
C 1.10 0.23 4.54
O 0.43 -0.53 3.60
H 1.83 -0.34 5.06
H 1.56 1.14 4.07
H 0.38 0.43 5.32
C -3.60 0.86 -2.24
C -3.02 2.18 -2.56
O -3.69 3.20 -1.81
H -3.48 0.47 -1.21
H -3.28 0.05 -2.95
H -4.67 0.99 -2.54
H -3.02 2.48 -3.67
H -1.96 2.18 -2.23
H -3.30 4.07 -2.06
C 2.82 3.82 2.01
C 2.39 5.22 1.56
O 1.50 5.20 0.51
H 2.04 3.12 2.39
H 3.56 3.87 2.81
H 3.24 3.30 1.13
H 3.29 5.82 1.36
H 1.94 5.75 2.39
H 0.78 5.78 0.64
C 7.18 0.07 0.28
C 7.07 1.28 -0.59
O 5.93 1.20 -1.45
H 8.03 0.23 0.92
H 7.35 -0.86 -0.30
H 6.36 -0.06 0.98
H 7.93 1.35 -1.28
H 6.97 2.27 -0.07
H 5.95 1.85 -2.18
C 2.14 2.49 -3.82
C 3.56 2.81 -4.13
O 4.46 1.79 -3.63
H 1.44 3.30 -4.14
H 2.06 2.30 -2.76
H 1.84 1.55 -4.31
H 3.80 3.71 -3.61
H 3.73 2.94 -5.21
H 3.90 1.12 -3.16
C -0.83 -2.13 -5.24
C 0.17 -2.70 -4.19
O -0.63 -3.35 -3.14
H -1.44 -2.96 -5.51
H -0.26 -1.81 -6.15
H -1.50 -1.37 -4.82
H 0.81 -1.93 -3.74
H 0.76 -3.44 -4.73
H -0.33 -2.90 -2.29
C -3.83 -3.02 -0.95
C -4.18 -3.49 -2.37
O -3.44 -2.88 -3.40
H -2.74 -3.12 -0.75
H -4.33 -3.67 -0.25
H -4.12 -1.96 -0.87
H -5.20 -3.23 -2.58
H -4.13 -4.57 -2.42
H -2.49 -2.92 -3.26
C 3.93 -4.73 1.46
C 2.51 -5.26 1.87
O 1.51 -4.73 1.00
H 3.94 -3.67 1.61
H 4.24 -5.10 0.48
H 4.58 -5.16 2.27
H 2.28 -5.00 2.94
H 2.33 -6.32 1.81
H 0.68 -4.32 1.59
C -0.77 5.68 -2.27
C -1.24 5.49 -3.66
O -2.69 5.56 -3.68
H -1.41 5.21 -1.54
H -0.85 6.71 -1.90
H 0.24 5.29 -2.13
H -0.93 4.55 -4.09
H -0.85 6.22 -4.38
H -3.01 6.47 -3.54
C -0.70 2.62 1.87
C -2.12 2.31 1.35
O -2.63 3.54 0.88
H -0.19 1.71 2.17
H -0.75 3.31 2.72
H -0.12 3.09 1.01
H -2.78 1.99 2.17
H -2.06 1.54 0.56
H -3.08 3.33 0.03
C -0.41 -6.61 -0.98
C 1.00 -6.24 -1.35
O 1.15 -4.90 -1.87
H -0.48 -7.55 -0.57
H -1.06 -6.47 -1.87
H -0.67 -5.89 -0.23
H 1.46 -6.87 -2.12
H 1.65 -6.32 -0.50
H 0.39 -4.66 -2.40
C -7.31 0.49 2.35
C -6.24 0.39 1.33
O -6.95 0.87 0.14
H -7.01 0.19 3.34
H -8.20 -0.06 1.97
H -7.70 1.51 2.49
H -5.95 -0.68 1.21
H -5.36 1.00 1.56
H -6.29 0.88 -0.60
C -0.83 6.04 3.35
C -1.58 6.23 1.97
O -0.71 6.87 1.00
H -1.46 5.86 4.25
H -0.27 6.96 3.62
H -0.09 5.28 3.21
H -2.53 6.85 2.13
H -1.93 5.27 1.64
H -0.69 7.77 1.27
C -1.96 -2.21 7.01
C -3.01 -2.41 8.06
O -4.00 -3.29 7.58
H -1.73 -3.18 6.67
H -1.06 -1.66 7.39
H -2.30 -1.62 6.19
H -3.42 -1.44 8.37
H -2.68 -2.88 9.00
H -4.47 -2.72 6.91
C 3.94 -2.14 -3.71
C 3.79 -1.95 -2.24
O 3.40 -3.23 -1.67
H 4.69 -2.90 -3.96
H 4.16 -1.20 -4.27
H 2.99 -2.54 -4.08
H 3.00 -1.28 -2.04
H 4.72 -1.64 -1.79
H 3.29 -3.90 -2.38

***

Entry 3:
The following is a DFT calculation (ωB97M-V/def2-TZVPD) of a cluster of 13 separate species, C32H98N8O13 in total.

ΔE to the lowest compared entry with this formula, charge and spin: 558.3 kJ/mol
spin multiplicity: 1
electronic energy: -73302.40318 eV

Geometry (Å):
C 15.04 -17.25 -19.01
C 14.41 -16.05 -18.32
C 14.46 -16.21 -16.82
O 13.27 -15.89 -16.13
C 13.42 -15.58 -14.76
N 15.00 -14.82 -18.85
H 15.17 -17.02 -20.06
H 14.37 -18.11 -19.03
H 16.00 -17.58 -18.60
H 13.37 -16.04 -18.63
H 15.21 -15.58 -16.35
H 14.84 -17.21 -16.58
H 14.03 -14.69 -14.59
H 13.74 -16.49 -14.25
H 12.45 -15.32 -14.33
H 14.58 -13.97 -18.49
H 14.82 -14.81 -19.84
C 17.63 -13.89 -16.27
C 18.45 -12.93 -17.15
C 19.15 -11.82 -16.27
O 18.36 -10.74 -15.76
C 17.71 -10.93 -14.47
N 19.51 -13.65 -17.94
H 17.34 -14.79 -16.80
H 16.73 -13.47 -15.83
H 18.13 -14.39 -15.44
H 17.72 -12.39 -17.75
H 19.68 -11.29 -17.06
H 19.90 -12.22 -15.59
H 17.16 -11.87 -14.51
H 17.02 -10.09 -14.37
H 18.33 -11.03 -13.58
H 19.73 -12.93 -18.61
H 18.96 -14.32 -18.45
C 4.81 -11.28 -6.37
C 4.20 -10.85 -7.76
C 4.92 -11.71 -8.83
O 6.31 -11.73 -8.67
C 6.98 -12.14 -9.88
N 2.81 -11.16 -7.71
H 5.85 -10.99 -6.22
H 4.60 -12.34 -6.26
H 4.17 -10.80 -5.63
H 4.34 -9.77 -7.86
H 4.47 -11.27 -9.72
H 4.52 -12.72 -8.80
H 6.52 -11.63 -10.73
H 7.05 -13.21 -10.08
H 8.02 -11.83 -9.82
H 2.32 -10.72 -6.94
H 2.67 -12.16 -7.67
C 4.71 -13.62 -14.55
C 5.60 -13.53 -13.27
C 7.08 -13.53 -13.62
O 7.27 -12.68 -14.68
C 8.59 -12.52 -15.19
N 5.30 -12.23 -12.75
H 3.74 -14.00 -14.23
H 4.99 -14.37 -15.29
H 4.65 -12.69 -15.11
H 5.36 -14.27 -12.50
H 7.40 -14.57 -13.73
H 7.68 -13.02 -12.86
H 9.13 -12.16 -14.31
H 8.51 -11.65 -15.84
H 9.08 -13.30 -15.77
H 5.86 -11.89 -11.98
H 5.64 -11.72 -13.56
C 8.54 -8.38 -8.47
C 7.61 -7.23 -8.25
C 6.07 -7.61 -8.00
O 5.29 -6.40 -7.89
C 3.95 -6.79 -7.69
N 8.15 -6.36 -7.24
H 9.55 -8.30 -8.06
H 8.72 -8.63 -9.51
H 8.08 -9.27 -8.05
H 7.54 -6.60 -9.14
H 6.11 -8.19 -7.08
H 5.76 -8.15 -8.89
H 3.58 -7.25 -8.61
H 3.42 -5.84 -7.66
H 3.82 -7.37 -6.78
H 7.76 -6.86 -6.46
H 7.71 -5.46 -7.32
C 20.09 -15.87 -7.02
C 19.06 -15.81 -8.10
C 19.13 -14.51 -9.00
O 18.14 -14.60 -10.08
C 18.24 -13.48 -10.95
N 19.24 -16.92 -9.02
H 19.88 -15.24 -6.15
H 21.08 -15.59 -7.39
H 20.04 -16.88 -6.62
H 18.12 -15.94 -7.57
H 20.15 -14.43 -9.38
H 18.99 -13.64 -8.36
H 18.71 -12.54 -10.65
H 17.28 -13.05 -11.21
H 18.80 -13.78 -11.84
H 20.15 -16.72 -9.40
H 18.45 -16.52 -9.52
C 14.73 -12.62 -12.29
C 14.15 -11.26 -11.79
C 12.73 -11.25 -11.18
O 11.75 -11.50 -12.23
C 10.41 -10.99 -11.96
N 15.10 -10.73 -10.84
H 14.58 -13.32 -11.47
H 15.77 -12.60 -12.64
H 14.11 -13.06 -13.07
H 14.00 -10.63 -12.66
H 12.50 -10.27 -10.77
H 12.57 -11.89 -10.31
H 10.32 -9.98 -11.56
H 9.89 -11.68 -11.30
H 9.95 -10.91 -12.95
H 14.67 -11.02 -9.97
H 14.98 -9.75 -10.61
C 12.98 -13.97 -6.87
C 11.52 -13.99 -7.42
C 11.40 -14.82 -8.71
O 10.34 -14.39 -9.68
C 10.22 -15.06 -10.94
N 10.68 -14.45 -6.38
H 13.38 -14.96 -6.63
H 13.13 -13.46 -5.91
H 13.66 -13.56 -7.61
H 11.17 -12.99 -7.67
H 11.30 -15.91 -8.69
H 12.31 -14.60 -9.26
H 9.61 -15.96 -10.90
H 11.20 -15.27 -11.38
H 9.77 -14.39 -11.68
H 9.73 -14.13 -6.54
H 10.64 -15.44 -6.54
O 17.64 -9.81 -11.47
H 18.36 -10.14 -10.94
H 16.86 -10.26 -11.13
O 12.34 -9.39 -14.09
H 12.43 -8.73 -13.40
H 12.32 -10.22 -13.62
O 14.03 -8.42 -8.20
H 13.89 -7.84 -7.45
H 13.87 -7.86 -8.96
O 13.43 -8.01 -11.34
H 14.05 -7.29 -11.42
H 12.57 -7.62 -11.52
O 15.30 -10.92 -7.73
H 15.02 -11.04 -6.82
H 14.91 -10.09 -7.99